{"formula": "C57H67N2O38P", "method": "ωB97M-V/def2-TZVPD", "species": ["C", "C", "C", "O", "C", "N", "H", "H", "H", "H", "H", "H", "H", "H", "H", "H", "H", "H", "P", "O", "O", "O", "O", "C", "O", "C", "C", "O", "C", "H", "H", "H", "H", "H", "H", "H", "H", "H", "H", "C", "O", "C", "C", "O", "C", "H", "H", "H", "H", "H", "H", "H", "H", "H", "H", "C", "O", "N", "C", "C", "H", "H", "H", "H", "H", "H", "H", "C", "C", "C", "O", "C", "C", "C", "O", "O", "O", "H", "H", "H", "H", "C", "C", "C", "O", "C", "C", "C", "O", "O", "O", "H", "H", "H", "H", "C", "C", "C", "O", "C", "C", "C", "O", "O", "O", "H", "H", "H", "H", "C", "C", "C", "O", "C", "C", "C", "O", "O", "O", "H", "H", "H", "H", "C", "C", "C", "O", "C", "C", "C", "O", "O", "O", "H", "H", "H", "H", "C", "C", "C", "O", "C", "C", "C", "O", "O", "O", "H", "H", "H", "H", "C", "C", "C", "O", "C", "C", "C", "O", "O", "O", "H", "H", "H", "H"], "positions_angstrom": [[0.0419, -0.1912, 1.3360], [0.2956, -0.1034, -0.1492], [-0.5270, -1.1850, -0.8379], [-0.4617, -1.1879, -2.2395], [0.7579, -1.7219, -2.7854], [-0.2194, 1.2468, -0.5827], [-1.1295, 1.5398, -0.2324], [0.4158, 1.9879, -0.2473], [-0.1742, 1.3024, -1.5966], [0.5635, -1.0182, 1.8182], [-1.0192, -0.1214, 1.5726], [0.5720, 0.6653, 1.7584], [1.3607, -0.2462, -0.3278], [-1.5930, -1.0290, -0.6504], [-0.3958, -2.1216, -0.2861], [0.8295, -2.7796, -2.5147], [1.6155, -1.2951, -2.2635], [0.7959, -1.6303, -3.8674], [0.5974, 4.3739, -0.0446], [1.6053, 3.1626, -0.2825], [0.0243, 4.8109, -1.4147], [1.3582, 5.5980, 0.5136], [-0.6249, 4.0079, 0.8666], [2.5020, -7.3375, -2.8587], [1.9920, -6.4006, -1.9126], [2.7800, -5.2120, -1.9543], [4.1747, -5.2759, -1.2192], [4.4810, -4.0837, -0.4569], [4.0584, -2.8114, -0.9316], [3.5478, -7.5807, -2.6326], [2.4908, -6.9520, -3.8784], [2.1031, -8.3376, -2.7351], [2.1195, -4.5220, -1.4277], [2.8259, -4.8108, -2.9687], [5.0076, -5.4041, -1.9143], [4.1822, -6.1748, -0.6027], [4.7459, -2.3466, -1.6404], [4.0033, -2.0601, -0.1421], [3.0197, -2.9827, -1.2084], [-4.2078, -2.8507, -4.8865], [-3.7561, -1.6817, -4.2165], [-4.3647, -1.4258, -2.9984], [-5.5986, -0.4943, -3.0707], [-6.5582, -1.2290, -3.9032], [-7.8114, -0.5051, -3.9693], [-5.1476, -3.2845, -4.5466], [-3.4550, -3.6315, -4.7555], [-4.2741, -2.6413, -5.9543], [-3.5513, -0.9708, -2.4318], [-4.6569, -2.3385, -2.4744], [-5.2512, 0.3615, -3.6552], [-5.9268, -0.0582, -2.1268], [-7.8852, 0.5452, -4.2534], [-8.2706, -0.5928, -2.9809], [-8.4588, -1.1102, -4.6048], [-0.5500, -5.1676, 4.5671], [0.0507, -5.2143, 5.6162], [-0.8424, -4.0144, 3.9020], [-1.7880, -4.1575, 2.8020], [-0.5421, -2.6508, 4.3311], [-0.9466, -6.0116, 3.9802], [-1.7786, -3.3256, 2.0970], [-2.7685, -4.0847, 3.2794], [-1.7140, -5.0485, 2.1818], [-1.1198, -2.3492, 5.2090], [0.4129, -2.6658, 4.8610], [-0.5384, -1.8740, 3.5718], [5.7028, 1.5500, 3.3833], [5.1171, 0.3894, 3.2195], [3.9933, 0.1999, 2.2584], [3.5101, -0.9050, 2.0473], [3.5648, 1.4304, 1.5501], [4.2223, 2.6170, 1.7609], [5.3840, 2.7750, 2.6972], [5.9669, 3.8269, 2.9617], [3.8008, 3.7293, 1.1651], [5.5972, -0.7104, 3.8244], [6.5534, 1.5673, 4.0521], [2.6322, 1.4374, 1.0054], [3.0096, 3.5123, 0.6290], [5.3556, -1.4711, 3.2814], [-0.1815, -5.8548, -3.2701], [-0.9592, -4.7885, -3.0190], [-1.6847, -4.5187, -1.7598], [-2.5242, -3.6519, -1.6239], [-1.3362, -5.5816, -0.7229], [-0.6648, -6.6810, -1.0316], [0.0688, -6.9511, -2.3272], [0.7320, -7.9278, -2.6145], [-0.5946, -7.7560, -0.1761], [-1.0392, -3.7888, -3.9566], [0.3499, -5.9209, -4.2096], [-1.8649, -5.5951, 0.2194], [0.3298, -8.0301, -0.1751], [-1.4309, -2.9828, -3.5917], [5.6469, 0.9976, -3.7667], [6.4303, 1.9493, -3.2313], [5.9926, 2.8760, -2.1974], [6.7160, 3.6826, -1.6424], [4.5683, 2.7623, -1.8777], [3.7723, 1.7807, -2.3942], [4.2672, 0.7262, -3.3417], [3.6312, -0.2533, -3.6742], [2.5021, 1.5430, -2.0193], [7.6256, 2.1605, -3.7372], [5.9611, 0.5383, -4.6941], [4.0987, 3.5048, -1.2489], [2.1303, 2.2167, -1.3996], [7.9605, 2.8577, -3.1499], [-5.7319, 1.7233, 0.8883], [-6.0995, 2.8130, 1.6175], [-5.3231, 4.0977, 1.6356], [-5.7413, 5.1071, 2.1824], [-4.0764, 4.1370, 0.8274], [-3.6995, 3.0549, 0.1205], [-4.4690, 1.7612, 0.0961], [-4.1567, 0.8004, -0.5542], [-2.5154, 3.0429, -0.5223], [-7.0685, 2.7145, 2.5541], [-6.2949, 0.8110, 1.0205], [-3.4527, 5.0086, 0.9689], [-1.9689, 3.7279, -0.0704], [-7.4201, 3.5873, 2.7664], [-3.2481, 2.3051, 5.8006], [-2.6918, 3.4701, 6.2058], [-2.0464, 4.4697, 5.2609], [-1.9004, 5.6595, 5.4865], [-1.6891, 3.9092, 4.0378], [-2.0155, 2.6895, 3.5996], [-2.9271, 1.8016, 4.4675], [-3.2996, 0.7111, 4.0971], [-1.4703, 2.2550, 2.4501], [-3.0684, 4.0178, 7.3759], [-3.8870, 1.7266, 6.4509], [-0.9681, 4.4590, 3.4468], [-1.2864, 2.9699, 1.7919], [-2.6210, 4.8740, 7.4264], [1.5764, 3.7740, 3.5572], [1.5515, 5.0841, 3.9282], [1.8547, 5.4829, 5.3270], [1.8969, 6.6366, 5.7231], [1.9921, 4.3907, 6.2615], [1.9461, 3.0804, 5.8469], [1.6819, 2.6374, 4.4576], [1.6825, 1.4910, 4.0900], [2.2236, 2.1130, 6.7428], [1.3225, 6.0628, 3.0298], [1.3582, 3.4680, 2.5427], [2.2422, 4.6046, 7.2917], [2.4518, 2.5444, 7.5716], [1.4722, 5.7758, 2.0920], [-0.9488, 2.7284, -3.6562], [0.3347, 2.8853, -4.0062], [1.0436, 1.8679, -4.8642], [2.1990, 1.9829, -5.2942], [0.2711, 0.6900, -5.2424], [-1.0414, 0.5793, -4.9170], [-1.7490, 1.5011, -3.9991], [-2.9101, 1.4233, -3.6947], [-1.8100, -0.3454, -5.5711], [1.0344, 3.9493, -3.5824], [-1.4729, 3.4699, -3.0691], [0.6792, -0.0046, -5.9623], [-2.6726, -0.3673, -5.1265], [0.5902, 4.2268, -2.7366]], "atomic_forces_ev_per_a": [[1.031, 0.639, 0.396], [-1.524, -0.625, 0.444], [-0.997, 0.508, 0.256], [0.560, -0.514, -0.863], [0.137, -0.387, 1.449], [0.987, -1.178, -0.335], [-0.574, -0.412, -0.149], [0.961, 0.703, 0.094], [-0.393, 0.247, -0.306], [-0.293, -0.356, -0.288], [0.048, -0.111, 0.159], [-0.406, 0.173, 0.399], [-0.011, 0.642, -0.391], [-0.068, 0.521, 0.155], [0.787, -0.521, -0.605], [-0.212, -0.294, -0.195], [0.129, 0.556, -0.595], [-0.086, 0.369, 0.203], [0.044, 3.987, -1.524], [-0.506, -0.384, 1.021], [-0.037, -1.471, -0.099], [-0.001, -1.718, 0.890], [0.199, -0.861, 0.034], [5.186, -0.003, 0.081], [3.257, 0.778, 0.017], [-0.137, 0.616, 1.124], [-0.519, 1.282, -0.965], [0.244, -1.015, 0.821], [-0.554, -0.334, 0.271], [0.635, 0.992, 0.251], [-0.357, -0.109, -0.025], [1.962, 0.152, -0.380], [0.242, 0.112, 0.255], [0.253, -0.257, -0.180], [-0.168, -0.075, -0.417], [-0.112, 0.382, 0.581], [-0.312, -0.473, -0.711], [0.166, -0.565, 0.632], [0.160, 0.959, -0.872], [0.598, -0.467, -0.406], [-0.643, -0.651, -1.129], [-0.442, 0.851, 1.934], [1.429, -0.581, -2.220], [-0.631, 2.166, 0.866], [-0.258, -1.899, 0.799], [-0.169, 0.578, 0.205], [0.110, -0.058, -0.054], [-0.109, 0.077, 0.007], [-0.463, 0.282, 0.447], [0.104, -0.220, -0.134], [-0.133, 0.196, -0.087], [-0.436, -0.808, 0.234], [0.942, 0.031, -0.310], [-0.073, 0.272, 0.199], [0.074, 0.197, -0.316], [0.115, 1.701, -0.262], [0.128, -0.508, 0.265], [0.000, -0.187, -1.535], [-1.044, 0.952, 0.308], [0.899, -0.615, 2.086], [0.173, -0.388, 0.353], [0.498, 0.167, 0.171], [-0.426, -0.338, -0.503], [0.297, -0.253, 0.559], [-0.932, 0.090, -0.438], [0.491, -0.087, -0.671], [-0.197, -0.456, -0.212], [1.584, 0.457, 1.161], [-0.245, -1.224, -0.599], [-0.940, 1.283, -1.320], [0.376, 0.006, 0.322], [1.119, -0.375, 1.447], [-1.485, 0.629, -1.428], [0.066, 1.081, 0.710], [-0.943, -1.299, -0.852], [1.350, -0.415, 1.021], [0.183, -0.142, 0.134], [0.086, 0.203, 0.029], [0.140, -0.135, -0.225], [-0.971, 0.229, -0.535], [-0.503, -0.176, 0.083], [-0.180, -0.100, -0.412], [0.551, 1.818, -1.716], [-0.024, -1.981, 1.370], [0.848, -0.363, -0.082], [-1.343, 0.934, -0.446], [1.479, -1.936, 0.326], [-1.899, 2.049, -0.230], [-9.132, -2.770, 0.119], [-0.178, 1.006, 0.268], [0.112, -1.193, 0.210], [-0.097, 0.175, -0.150], [-0.022, 0.288, 0.022], [0.061, -0.396, -0.169], [-0.311, 0.125, 0.313], [-0.170, 0.042, -0.631], [-0.849, -1.575, -1.395], [-2.653, 0.313, 1.575], [0.939, -0.172, -0.683], [-0.637, -0.389, -0.573], [-1.312, -0.031, 1.240], [0.957, 0.268, 0.209], [0.158, 0.446, 0.140], [1.035, -0.549, -1.098], [1.308, 0.616, 0.175], [0.245, -0.398, 0.194], [0.266, 0.037, 0.214], [0.026, 1.115, 0.611], [0.633, 0.319, -0.112], [0.190, 1.791, 0.976], [0.427, -1.279, 0.475], [1.016, 0.988, -1.699], [-0.411, -0.854, 0.397], [-1.248, -0.742, 1.170], [1.646, 0.311, -0.241], [-1.870, 0.409, 0.333], [0.941, -0.428, -0.357], [-1.935, -0.947, 0.058], [-0.436, -0.229, -0.557], [0.151, -0.154, -0.287], [0.049, 0.083, -0.327], [1.504, 0.532, -0.009], [0.367, 0.354, 0.073], [1.106, 0.954, -0.017], [-2.005, 0.790, 0.392], [-0.363, -0.163, 0.019], [-0.246, -0.449, 1.444], [1.252, -0.081, -1.738], [0.576, -0.112, -0.552], [0.775, -0.308, -0.474], [-0.149, -0.139, -0.369], [-2.095, -1.887, 1.617], [0.468, -0.311, 0.353], [0.012, -0.055, -0.040], [-0.280, 0.298, -0.243], [1.185, 1.223, -0.356], [0.002, 0.336, -0.030], [-0.523, -0.445, -0.065], [0.056, 0.606, -2.880], [-0.882, 1.033, 0.916], [0.205, -0.335, -0.569], [0.170, -2.287, -0.844], [0.432, 1.400, 2.366], [0.696, 2.198, -0.731], [-0.254, -1.160, 0.257], [-0.197, -0.565, -0.266], [0.607, -0.521, 3.283], [-0.007, 0.340, -0.174], [-0.039, 0.209, 0.047], [0.022, -0.071, 0.114], [-0.421, -0.402, -1.844], [-1.451, -1.727, 0.154], [1.276, 1.462, 0.552], [1.755, -0.483, -0.739], [-1.626, 0.436, 0.876], [-1.523, 0.158, 0.243], [0.276, -1.543, -1.587], [2.011, 3.124, -0.141], [-1.047, -1.076, 0.037], [0.786, 0.719, 0.773], [0.178, -2.035, -1.789], [0.144, 0.061, 0.161], [0.203, 0.062, 0.014], [-0.306, -0.294, 0.200], [-0.419, 1.384, 1.601]], "max_force_ev_per_a": 9.54, "homo_ha": -0.129, "charge": -2, "multiplicity": 1, "e_lumo_ev": 1.50}

=====

{"formula": "C18H28O3", "method": "ωB97M-V/def2-TZVPD", "species": ["C", "C", "C", "C", "C", "C", "C", "C", "C", "C", "C", "C", "O", "C", "C", "C", "C", "C", "C", "O", "H", "H", "H", "H", "O", "H", "H", "H", "H", "H", "H", "H", "H", "H", "H", "H", "H", "H", "H", "H", "H", "H", "H", "H", "H", "H", "H", "H", "H"], "positions_angstrom": [[-4.6676, -1.9445, -1.0454], [-3.7235, -1.0778, -0.2135], [-4.0881, 0.4974, -0.3753], [-3.4672, 1.2815, 0.6197], [-1.9998, 1.2685, 0.2213], [-1.4292, 2.3496, 1.3871], [0.0487, 2.4475, 1.3189], [0.5222, 3.2253, -0.3124], [1.0070, 2.2090, -1.3006], [2.5125, 1.6659, -0.8728], [2.8330, 0.6854, -1.6645], [1.8034, -0.5475, -1.6306], [1.3501, -1.2651, -2.6297], [1.5891, -1.0372, -0.1443], [2.4111, -1.0467, 0.8074], [1.8986, -1.4162, 2.3228], [0.7068, -1.9952, 2.4318], [-0.2064, -2.0388, 1.3820], [0.3814, -1.5672, -0.0488], [-0.5953, -1.8379, -0.8802], [-0.1348, -1.6957, -1.9336], [-1.2897, -2.2696, 1.5685], [0.3220, -1.9688, 3.4275], [2.5776, -1.2541, 3.2151], [3.7051, -0.4572, 0.5220], [4.2573, -0.6523, 1.5982], [2.9373, 0.5547, -2.7470], [3.9166, 0.3145, -1.3973], [2.4482, 1.4380, 0.3093], [3.2174, 2.4808, -0.9828], [0.3935, 1.4402, -1.2783], [1.0309, 2.6025, -2.3300], [-0.2859, 3.7677, -0.5905], [1.3024, 3.8232, -0.0494], [0.4865, 3.1247, 1.9737], [0.6325, 1.7885, 1.2902], [-1.8137, 3.4247, 1.0431], [-1.5705, 2.1265, 2.6259], [-1.9001, 1.8247, -0.6385], [-1.6589, 0.6018, 0.5805], [-3.8923, 2.2327, 0.7634], [-3.8119, 1.0032, 1.8978], [-5.4225, 0.4692, -0.1626], [-4.0779, 0.5983, -1.3389], [-4.1363, -1.3185, 0.7543], [-2.6688, -1.2769, -0.4664], [-4.3519, -3.0984, -0.9842], [-5.6446, -1.9965, -0.8541], [-4.5463, -1.5608, -2.2716]], "atomic_forces_ev_per_a": [[5.572, -1.463, -5.074], [-2.182, 1.225, -0.440], [-7.007, -6.141, 4.960], [0.037, 0.127, 3.636], [-8.383, 18.007, 0.502], [-0.012, 0.764, 0.599], [-6.245, 11.141, -4.688], [-0.186, -4.093, 3.378], [4.479, 3.241, 0.647], [-5.472, 8.371, 5.889], [3.628, -11.300, -6.313], [1.535, -3.139, -0.343], [1.584, 3.996, 4.225], [-3.212, 0.912, -9.331], [5.422, 0.938, 9.870], [5.626, 1.619, -4.165], [-2.990, 1.243, -0.329], [2.128, 1.186, -2.883], [-7.531, -4.493, 7.799], [2.105, 1.095, -6.145], [-1.449, -0.522, 3.624], [1.349, 0.111, -0.788], [-0.292, -0.943, 0.749], [-0.664, -0.169, -1.461], [0.867, -2.706, 7.125], [-2.391, 1.020, -5.172], [-0.122, 2.378, -0.512], [-2.125, -0.187, -0.317], [0.319, 0.278, -2.906], [0.042, 0.483, 0.231], [-2.939, -4.069, -0.140], [0.179, -0.097, 0.256], [-2.552, 1.679, -0.979], [2.086, 2.072, 0.695], [0.313, 1.595, 1.509], [7.579, -11.002, -0.183], [0.348, -2.250, 1.386], [-0.782, 0.326, -3.601], [0.868, 0.047, -2.282], [8.640, -16.404, 5.992], [-0.171, 1.749, -0.774], [1.586, -0.302, -3.799], [3.615, 0.150, -0.626], [0.815, 1.979, -5.584], [1.268, -0.071, 1.095], [-0.629, -0.062, 0.653], [-0.287, 2.474, -0.416], [-3.882, 0.651, 1.167], [-0.486, -1.444, 3.263]], "e_above_lowest_kj_mol": 1753.1, "max_force_ev_per_a": 19.87, "homo_ha": -0.280, "multiplicity": 1, "e_lumo_ev": -0.23}

=====

{"formula": "C2H3I3O2", "method": "ωB97M-V/def2-TZVPD", "species": ["C", "C", "O", "O", "I", "I", "I", "H", "H", "H"], "positions_angstrom": [[-0.0460, -1.1362, -0.9582], [-0.4175, 0.2703, -0.6658], [1.0206, -1.2901, -1.7451], [-1.5495, 0.5796, -0.5380], [0.5252, -1.7562, 1.1889], [1.3199, 1.6316, -0.5672], [-1.5919, 2.5942, 2.8749], [-0.7329, -1.9455, -1.1897], [1.8112, -0.6775, -1.6001], [-0.3391, 1.7297, 3.2003]], "atomic_forces_ev_per_a": [[0.051, 2.977, -2.475], [-0.686, -2.530, -1.822], [2.928, -0.362, -0.785], [-0.852, 1.387, 0.952], [1.181, -1.260, 3.569], [-0.225, -0.141, 0.290], [-0.876, 0.597, -0.246], [-0.657, 0.754, 0.173], [-1.762, -0.807, 0.113], [0.898, -0.616, 0.232]], "e_above_lowest_kj_mol": 88.8, "max_force_ev_per_a": 3.97, "homo_ha": [-0.241, -0.359], "multiplicity": 3, "e_lumo_ev": [0.11, -4.05]}